{
  "formula": "C32H84Be2F6O28",
  "method": "the ωB97M-V functional and the def2-TZVPD basis",
  "elements": ["Be", "Be", "C", "O", "O", "C", "F", "F", "F", "C", "C", "H", "H", "H", "H", "H", "H", "C", "O", "O", "C", "F", "F", "F", "C", "C", "H", "H", "H", "H", "H", "H", "C", "O", "H", "H", "H", "C", "O", "H", "H", "H", "C", "C", "O", "O", "H", "H", "H", "H", "H", "H", "C", "C", "O", "O", "H", "H", "H", "H", "H", "H", "C", "C", "O", "O", "H", "H", "H", "H", "H", "H", "C", "C", "O", "O", "H", "H", "H", "H", "H", "H", "C", "C", "O", "O", "H", "H", "H", "H", "H", "H", "C", "C", "O", "O", "H", "H", "H", "H", "H", "H", "C", "C", "O", "O", "H", "H", "H", "H", "H", "H", "C", "C", "O", "O", "H", "H", "H", "H", "H", "H", "C", "C", "O", "O", "H", "H", "H", "H", "H", "H", "C", "C", "O", "O", "H", "H", "H", "H", "H", "H", "C", "C", "O", "O", "H", "H", "H", "H", "H", "H"],
  "coordinates": [[-0.9224, -1.5085, 3.0159], [1.0102, 1.6687, 2.6946], [2.5872, -1.6391, 4.2859], [2.3905, -3.0755, 3.9138], [1.7598, -0.8850, 3.4477], [2.5287, -1.4886, 5.8634], [3.6064, -2.0648, 6.4495], [2.4301, -0.2363, 6.2327], [1.4319, -2.0670, 6.2406], [3.5813, -3.8260, 4.0835], [3.2300, -5.3047, 3.9489], [2.4078, -5.6653, 4.5670], [3.0220, -5.4908, 2.8952], [4.0929, -5.9001, 4.2472], [4.0576, -3.6523, 5.0484], [4.3696, -3.6081, 3.3629], [3.5997, -1.3633, 3.9913], [1.5401, 6.7954, 2.1578], [1.1532, 6.3170, 0.8971], [1.1298, 5.8816, 3.1548], [3.1077, 7.0664, 1.9982], [3.8497, 6.1254, 2.6316], [3.5600, 6.9780, 0.6967], [3.3893, 8.2504, 2.4541], [0.4954, 7.1285, -0.0588], [0.2737, 6.3351, -1.3191], [1.0927, 5.7576, -1.7479], [-0.5651, 5.6449, -1.2292], [0.0018, 7.1173, -2.0278], [1.1582, 7.9604, -0.2968], [-0.4368, 7.5628, 0.3025], [1.0706, 7.7563, 2.3686], [-0.8929, 1.1404, 5.7062], [-0.9722, 0.9190, 4.3264], [-0.1534, 0.4738, 6.1500], [-0.7013, 2.1801, 5.9715], [-1.7228, 0.6882, 6.2492], [-0.8889, 0.6620, -0.1841], [-0.5570, 0.2066, 1.1050], [-1.8318, 0.3506, -0.6337], [-0.9439, 1.7500, -0.1494], [-0.2045, 0.4201, -0.9973], [-3.2841, -2.6215, 0.9874], [-4.2647, -1.7299, 1.7896], [-3.5555, -0.8383, 2.6888], [-2.5123, -3.3947, 1.8552], [-2.6971, -1.9687, 0.3413], [-3.8358, -3.2624, 0.2996], [-4.8340, -2.4641, 2.3597], [-4.9709, -1.1153, 1.2315], [-4.2301, -0.5016, 3.2830], [-3.0726, -4.1426, 2.0752], [-0.6200, -4.3448, 5.1793], [-1.8668, -3.6157, 5.5863], [-1.8876, -2.2297, 5.3800], [-0.0242, -3.7498, 3.9535], [-0.8460, -5.3870, 4.9537], [0.1077, -4.4187, 5.9873], [-2.2997, -3.7995, 6.5696], [-2.6334, -4.0800, 4.9660], [-1.7185, -1.8791, 6.2575], [0.9253, -3.6708, 4.0708], [-4.8863, 1.0241, -3.4594], [-3.5468, 0.3110, -3.7636], [-2.9576, 0.7421, -4.9974], [-5.9030, 0.5126, -4.2963], [-4.7848, 2.1005, -3.5975], [-5.1705, 0.7977, -2.4317], [-3.7107, -0.7527, -3.5910], [-2.9344, 0.6524, -2.9291], [-2.1544, 0.2510, -5.1854], [-5.8097, 0.9876, -5.1253], [3.0392, 3.2637, 0.2983], [2.7311, 1.8772, -0.2335], [2.6088, 0.8721, 0.7700], [1.8104, 3.5853, 0.8976], [3.3832, 3.8420, -0.5592], [3.7876, 3.2292, 1.0900], [3.5518, 1.5563, -0.8750], [1.8627, 1.9594, -0.8872], [2.7438, -0.0314, 0.4749], [1.8016, 4.5372, 1.0220], [-1.5520, -4.3132, -2.0206], [-1.1594, -2.8546, -2.2761], [-1.3062, -2.5148, -3.6235], [-0.5675, -5.2110, -2.5989], [-2.5382, -4.4432, -2.4662], [-1.7618, -4.4172, -0.9560], [-0.0771, -2.7558, -2.1926], [-1.7175, -2.1235, -1.6912], [-0.6615, -1.8070, -3.6930], [0.3319, -4.8842, -2.5218], [4.5806, -1.4266, -2.4053], [5.5015, -2.6087, -2.0853], [5.0512, -3.8604, -2.6658], [4.7142, -1.2391, -3.8105], [5.0634, -0.5741, -1.9276], [3.5948, -1.5985, -1.9731], [5.4567, -2.6571, -0.9973], [6.5065, -2.4950, -2.4917], [5.7597, -4.2758, -3.1629], [4.6624, -2.0612, -4.3036], [2.5706, -3.0699, 0.4231], [1.0767, -3.1287, 0.1187], [0.3724, -3.2777, 1.3261], [3.1497, -1.8632, 0.8268], [3.1297, -3.5255, -0.3942], [2.7953, -3.7917, 1.2084], [0.8418, -4.0436, -0.4252], [0.8902, -2.2524, -0.5021], [0.3035, -4.2070, 1.5572], [2.9491, -1.7365, 1.7570], [-3.3024, 3.1013, 2.3016], [-2.1755, 4.1425, 2.2142], [-0.7790, 3.6750, 2.4377], [-3.3568, 2.3853, 3.5574], [-3.1507, 2.2531, 1.6341], [-4.2770, 3.5383, 2.0842], [-2.4391, 4.8679, 2.9839], [-2.2293, 4.6029, 1.2277], [-0.1815, 4.4264, 2.4404], [-2.6040, 1.7906, 3.5214], [0.0170, 1.3030, -4.3648], [-0.2142, 2.5063, -5.2583], [0.5705, 2.6191, -6.4492], [-0.2208, 0.0863, -5.0032], [-0.5870, 1.4137, -3.4642], [1.0591, 1.2931, -4.0454], [-0.1256, 3.4645, -4.7464], [-1.2028, 2.4493, -5.7140], [0.1175, 2.1446, -7.1500], [0.1472, 0.0815, -5.8898], [3.6191, 2.2021, -5.5233], [3.6331, 2.7034, -4.0696], [4.8312, 3.4620, -3.8081], [3.3526, 3.2611, -6.4324], [2.8395, 1.4704, -5.7354], [4.5802, 1.8346, -5.8827], [3.7463, 1.8186, -3.4432], [2.6810, 3.1988, -3.8795], [5.2243, 3.9566, -4.5309], [2.4714, 3.1356, -6.7921], [-6.5391, -2.0401, -2.2353], [-6.6366, -3.4198, -1.4840], [-5.7088, -4.3424, -1.9719], [-6.7231, -2.1433, -3.6438], [-5.5049, -1.7602, -2.0351], [-7.0721, -1.1208, -1.9928], [-7.6374, -3.8108, -1.6670], [-6.4511, -3.3319, -0.4135], [-5.7093, -4.3205, -2.9317], [-6.4986, -1.3452, -4.1279]],
  "forces_ev_per_a": [[1.14, 1.34, 0.01], [-2.47, -1.44, -1.26], [-0.41, 1.02, -2.32], [1.27, 1.58, 0.82], [-0.38, -0.71, 1.59], [0.15, -0.01, -2.99], [-0.48, 0.36, 0.17], [0.67, 1.08, 0.35], [-1.78, -1.59, 1.55], [0.14, -1.37, 0.74], [0.47, 0.12, -0.26], [-0.16, 0.38, 0.01], [-0.18, -0.34, 0.05], [0.11, -0.03, -0.19], [-0.31, 0.07, 0.10], [-0.23, 0.43, -0.49], [0.61, -0.32, 0.24], [-0.92, -1.98, 2.56], [-0.92, -1.02, -1.03], [1.45, 1.54, -2.49], [-0.96, -2.50, -0.36], [-0.07, 0.48, 0.22], [-0.34, 0.55, 0.48], [0.89, 1.37, 0.52], [1.52, -0.19, 0.30], [-0.87, 0.27, -0.41], [0.40, 0.32, 0.46], [-0.10, 0.00, 0.10], [-0.19, -0.27, -0.51], [0.07, 0.30, -0.07], [-0.21, -0.20, 0.26], [0.06, 0.58, -0.27], [0.66, -1.52, -0.17], [0.88, -0.34, -1.87], [1.10, 0.37, 0.07], [-0.20, 0.00, 0.07], [-1.16, 0.69, -0.18], [0.07, 0.44, 0.68], [0.50, -0.60, 1.39], [-0.74, -0.46, 0.54], [-0.03, 0.34, -0.12], [0.90, -0.33, 0.05], [-1.34, 1.93, -0.77], [0.45, -0.41, 0.51], [0.35, -1.21, -0.86], [0.75, 0.14, 0.34], [0.71, -0.13, 0.33], [-0.31, -0.03, -0.01], [-0.36, 0.12, 0.40], [0.18, -0.27, -0.59], [0.29, 0.40, 0.40], [0.22, -0.22, 0.45], [1.75, 0.09, -0.64], [-1.80, -0.96, -0.85], [0.42, 0.30, -0.40], [-3.09, -0.39, 1.24], [-0.33, 0.01, -0.10], [0.37, 0.53, -0.11], [0.85, -0.46, 0.40], [-0.37, 0.47, -0.47], [0.25, 0.88, -0.24], [1.09, 0.52, 0.04], [1.08, -0.79, -0.74], [-0.20, 1.33, 1.03], [-1.46, -0.17, 0.50], [-0.54, 0.28, -0.28], [0.02, 0.10, 0.13], [0.08, 0.08, 0.03], [0.20, -0.27, -0.77], [0.59, -0.07, 0.19], [0.26, -0.39, 0.25], [-0.18, -0.21, -0.28], [-0.32, -2.32, 0.49], [1.66, -0.84, -1.10], [-0.90, 1.91, 1.53], [-0.35, -0.05, 0.29], [-0.37, 0.58, 0.17], [0.49, 0.06, -0.27], [0.25, 0.05, -0.21], [-0.40, -0.12, 0.27], [-0.10, -0.49, -0.23], [-0.79, 0.97, 0.64], [0.73, 1.17, -0.56], [0.50, -0.79, -0.26], [-0.50, 0.31, -1.10], [-1.58, -0.04, 0.55], [0.22, -0.51, -0.54], [0.67, -0.48, 0.35], [0.01, -0.06, 1.32], [0.09, -0.18, 0.64], [-0.20, 0.31, -1.00], [-0.13, 0.41, 0.21], [2.26, -1.49, -1.14], [-0.47, -0.60, 0.33], [-0.73, 0.53, 0.24], [-0.95, 1.26, -0.13], [-0.31, 0.22, -0.01], [-0.34, 0.09, -0.48], [0.56, -0.55, 0.20], [0.03, 0.79, 0.48], [0.06, 0.17, 0.14], [-0.21, -0.33, 0.42], [0.52, -1.94, 0.16], [1.61, -0.60, 0.29], [-1.15, 1.62, 0.55], [0.00, 0.65, -0.77], [0.15, 0.64, -0.58], [-0.36, -0.27, 0.33], [0.39, 0.13, -0.67], [-0.96, 0.17, 0.63], [-0.05, 0.07, 0.08], [-0.51, 0.30, 0.54], [1.36, -1.97, 0.55], [0.52, -0.31, 0.52], [-1.91, -1.43, -0.29], [-0.71, 1.24, -0.24], [0.12, 0.43, -1.03], [0.16, 0.31, 0.19], [0.43, 0.28, 0.01], [0.06, 0.13, -0.07], [0.58, 1.31, 0.33], [0.74, -0.35, 0.51], [1.45, 1.30, -0.07], [-1.29, 0.41, -1.04], [1.10, -0.62, 0.00], [-0.97, -1.08, -0.18], [-0.27, -0.27, -0.16], [0.22, 0.21, 0.24], [0.11, -0.22, 0.29], [-0.62, 0.02, 1.00], [0.01, 0.11, -0.08], [0.31, 0.08, -0.03], [-0.35, 0.62, -0.70], [1.65, -0.75, -1.57], [-0.67, -0.20, 0.99], [0.21, 0.76, -0.18], [0.14, -0.51, 0.64], [0.15, -0.47, 0.75], [-0.25, 0.02, 0.26], [0.18, 0.50, 0.24], [-0.74, -0.11, -0.49], [-0.23, 0.14, 0.21], [1.53, 0.67, -0.44], [-1.49, 1.19, -1.31], [0.88, -0.13, 0.07], [-0.32, -2.12, 0.16], [0.60, 0.14, -0.08], [-0.80, -0.60, 1.26], [-0.29, -0.07, 0.33], [-0.13, 0.33, -0.07], [-0.14, 0.10, -0.25], [0.27, 0.55, 0.42]],
  "mulliken_charge": [1.41, 1.11, -0.69, -0.21, -0.28, 0.36, -0.32, -0.26, -0.20, -0.31, -1.28, 0.24, 0.26, 0.42, 0.51, 0.23, 0.53, -0.56, -0.26, -0.81, 0.89, -0.26, -0.29, -0.29, -0.40, -1.12, 0.23, 0.25, 0.44, 0.32, 0.32, 0.40, -0.86, -0.28, 0.09, 0.31, 0.25, -1.35, -0.05, 0.30, 0.41, 0.22, -0.14, -0.75, -0.27, -0.32, -0.46, 0.58, 0.41, 0.45, 0.20, 0.26, -0.36, -0.92, -0.31, 0.13, 0.46, 0.37, 0.52, 0.20, 0.22, 0.12, -0.95, 0.63, -0.61, -0.54, 0.47, 0.30, 0.13, -0.09, 0.37, 0.31, -0.82, 0.12, -0.07, 0.27, 0.44, 0.29, 0.19, 0.06, 0.13, -0.07, -0.41, 0.90, -0.67, -0.57, 0.43, 0.00, -0.02, -0.19, 0.29, 0.35, 0.55, -0.65, -0.56, -0.56, 0.20, -0.24, 0.12, 0.51, 0.33, 0.32, -0.08, 0.34, -0.16, -0.58, 0.40, -0.17, 0.37, -0.61, 0.17, -0.10, -0.34, -0.34, -0.29, -0.57, 0.02, 0.42, 0.39, 0.25, 0.15, 0.20, 0.39, -0.85, -0.52, -0.45, -0.11, 0.09, 0.35, 0.52, 0.30, 0.24, -0.52, 0.72, -0.56, -0.60, 0.19, 0.39, -0.18, -0.14, 0.33, 0.40, 0.12, -0.46, -0.49, -0.61, -0.24, 0.48, 0.34, 0.22, 0.32, 0.39],
  "largest_force_ev_per_a": 3.358,
  "energy_ha": -4004.44691
}